This record from the Open Molecules 2025 dataset describes a molecular structure, C42H28BrN9O10S2Sc in a non-equilibrium geometry. The level of theory is ωB97M-V with the def2-TZVPD basis set.

Computed properties:
Total charge: -1
M, g mol⁻¹: 1007.73
Frontier orbital gap, eV: 4.893
Energy relative to the best compared isomer or geometry (same formula, charge and spin), kJ/mol: 318.4
HOMO, eV: -4.128

Geometry as XYZ:
```
93
Properties=species:S:1:pos:R:3:forces:R:3
Br 1.919 5.605 -5.575 0.008 -0.338 0.180
Sc 0.657 0.051 -0.520 -1.734 0.146 -0.253
S -2.508 -0.415 0.413 0.797 -0.758 -0.585
S -0.295 2.675 -0.227 0.488 -0.875 0.385
O -0.802 -5.310 5.024 -0.832 0.075 -1.960
O -2.209 -6.305 3.657 1.418 1.466 0.761
O -4.131 5.403 3.543 0.209 -0.322 0.115
O 1.202 -1.294 3.443 -0.135 0.136 -0.961
O -3.018 -4.055 -1.211 2.357 -0.238 -0.519
O -5.980 4.756 2.500 0.184 0.467 0.444
O -0.296 -1.950 -0.359 0.917 -0.800 0.369
O 1.348 0.601 -2.250 -0.117 -0.690 0.500
O -0.739 -4.536 -1.825 -0.720 1.050 0.303
O 0.517 -0.336 1.622 0.771 -1.742 1.261
N -1.375 -5.405 3.919 -0.780 -1.693 1.393
N 1.462 4.610 0.065 -0.542 1.566 0.008
N -1.043 -1.895 -3.746 1.231 -1.266 0.550
N 0.652 -1.384 2.352 -0.093 1.985 0.290
N -1.345 0.581 -2.989 3.608 2.866 -0.551
N 2.650 -1.190 -0.417 0.803 0.283 0.354
N -1.691 -4.655 -0.765 -1.620 -0.151 0.355
N 2.419 2.634 0.290 -0.054 -0.168 0.910
N 2.334 1.309 0.309 1.858 -1.487 0.925
C -3.250 -2.408 -2.872 -0.454 0.201 -0.606
C 3.306 0.627 0.964 -2.999 1.525 -1.555
C -0.716 -3.131 -3.691 1.191 1.402 -0.668
C -4.835 -0.598 -2.757 -0.123 0.303 -0.295
C 1.426 1.670 -2.959 -0.929 1.051 -2.055
C -4.845 4.488 2.810 0.121 -0.357 -0.361
C 0.260 2.252 -3.628 2.055 0.236 0.375
C 0.503 3.328 -4.500 0.790 0.836 0.332
C -4.196 3.224 2.347 -0.112 0.768 0.779
C -4.574 -1.962 -2.776 0.451 0.181 0.470
C -1.082 1.754 -3.448 -0.836 -1.262 0.410
C -2.451 1.583 2.205 0.328 0.291 0.503
C 3.352 -0.793 0.680 -0.783 -0.509 -0.010
C -3.182 0.919 1.216 0.001 0.077 -0.177
C 4.111 1.271 1.970 0.964 0.356 -0.021
C -1.079 -4.485 2.858 0.245 0.473 0.250
C -0.488 -2.743 0.610 -0.784 -1.070 0.110
C 2.826 3.461 -3.855 0.259 0.906 -0.654
C 3.958 -3.054 1.134 -0.197 -0.285 0.114
C -2.467 -0.107 -3.033 -3.258 -2.007 0.145
C -0.187 -3.459 3.042 -0.277 -0.220 0.482
C -1.279 -4.013 0.475 0.255 0.417 0.689
C -3.800 0.334 -2.875 0.482 0.332 0.068
C 4.345 2.799 3.827 -0.536 0.019 -0.174
C -4.972 2.484 1.449 -0.453 0.123 0.136
C 5.709 2.578 3.817 0.626 0.144 0.527
C 0.008 -2.585 1.988 0.073 0.601 -1.498
C 3.965 -1.721 1.523 0.289 0.116 0.138
C 3.391 -3.422 -0.082 -0.031 -0.358 -0.375
C -1.448 -4.221 -3.060 -1.254 -1.927 1.385
C -2.232 -1.509 -3.171 -1.929 0.750 0.139
C 6.272 1.673 2.920 0.448 0.313 0.601
C 5.483 1.020 2.010 -0.254 -0.152 0.024
C 2.677 2.259 -3.206 -0.065 -0.245 0.940
C 3.547 2.172 2.860 0.339 0.356 0.912
C -2.901 -3.842 -2.641 -0.871 -0.900 0.028
C -4.464 1.372 0.849 0.774 -0.182 0.296
C -2.939 2.757 2.752 -0.207 -0.421 -0.559
C 2.786 -2.437 -0.848 -0.262 -0.163 0.373
C 1.746 3.999 -4.550 -0.829 -1.094 0.304
C -1.695 -4.702 1.624 0.832 0.641 -1.698
C 1.274 3.284 0.101 0.497 -0.274 -0.991
H -3.671 -4.531 -3.103 0.923 0.636 0.229
H 2.366 -2.647 -1.823 -0.353 -0.134 0.103
H 4.352 -3.836 1.776 0.055 0.208 0.046
H -5.394 -2.667 -2.672 0.165 -0.026 0.147
H 3.776 4.012 -3.848 -0.322 -0.484 -0.086
H -1.878 2.440 -3.727 -0.306 0.087 -0.582
H 2.358 5.064 0.222 -0.303 -0.635 -0.075
H 3.896 3.449 4.592 0.193 -0.257 -0.545
H -4.946 0.799 0.075 -0.437 0.011 -0.012
H -2.299 3.252 3.464 -0.059 0.382 0.242
H -5.871 -0.260 -2.627 0.491 -0.061 -0.115
H 0.295 -3.245 4.001 -0.352 -0.268 -0.452
H 3.517 1.766 -2.729 0.058 0.180 0.041
H -0.247 3.726 -5.166 -0.536 -0.056 0.252
H 0.288 -3.368 -4.042 -0.128 -0.144 -0.353
H 0.673 5.190 -0.187 0.279 -0.187 0.119
H 3.324 -4.464 -0.430 0.333 0.597 0.269
H 2.491 2.382 2.832 -0.143 -0.102 -0.038
H 6.368 3.092 4.537 -0.450 -0.313 -0.364
H -3.999 1.423 -2.825 0.104 -0.830 0.171
H -1.445 -5.200 -3.623 -0.024 1.190 0.134
H 5.900 0.291 1.330 0.122 0.034 -0.098
H -2.457 -5.465 1.598 0.212 -0.251 -0.467
H -1.466 1.181 2.507 -0.703 0.317 -0.256
H 4.377 -1.362 2.480 -0.137 -0.423 -0.639
H -3.233 5.096 3.762 -0.547 -0.134 -0.354
H 7.334 1.474 2.995 -0.003 0.005 -0.193
H -6.000 2.797 1.292 0.276 0.158 -0.234
```
Positions in Å, forces in eV/Å.